The following is a DFT calculation (ωB97M-V/def2-TZVPD) of AlO4V2 as an isolated structure.

The geometry in XYZ format:
```
7
AlO4V2 (ωB97M-V/def2-TZVPD)
Al 1.888 -1.675 -3.819
O -1.932 0.554 0.143
V -2.865 0.886 1.485
O -2.687 -0.278 2.507
O 2.399 -0.408 -1.221
V 2.294 0.523 0.006
O 0.903 0.398 0.897
```

Results
2S+1 = 2
Charge = +4
Lowest unoccupied orbital energy (alpha / beta) = -18.431 / -22.712 eV
HOMO-LUMO gap (alpha / beta) = 8.9 / 2.3 eV